Molecular formula: C19H23N3O5
Method: DFT, ωB97M-V/def2-TZVPD

Geometry (Å):
C1 2.706 -3.381 -3.970
O1 2.914 -2.760 -2.721
C2 1.894 -2.150 -2.056
C3 2.283 -1.589 -0.843
C4 1.403 -0.919 -0.006
O2 1.773 -0.370 1.184
C5 3.097 -0.535 1.627
C6 0.068 -0.795 -0.402
C7 -1.000 -0.096 0.428
N1 -0.483 1.115 1.072
C8 -0.022 1.138 2.364
C9 0.718 2.175 2.993
C10 0.884 1.718 4.266
C11 1.562 2.296 5.453
O3 0.294 0.515 4.390
N2 -0.275 0.164 3.206
C12 -0.717 2.206 0.294
O4 -0.346 3.338 0.493
C13 -1.622 1.725 -0.845
C14 -2.888 2.574 -0.909
C15 -3.724 1.969 0.217
C16 -3.396 0.477 0.104
N3 -2.045 0.380 -0.450
C17 -0.320 -1.362 -1.607
C18 0.552 -2.036 -2.450
O5 0.155 -2.591 -3.646
C19 -1.190 -2.463 -4.029
H1 2.365 -2.669 -4.724
H2 1.990 -4.201 -3.899
H3 3.682 -3.774 -4.256
H4 3.323 -1.706 -0.585
H5 3.138 -0.052 2.603
H6 3.811 -0.049 0.954
H7 3.356 -1.592 1.735
H8 -1.376 -0.776 1.200
H9 1.046 3.089 2.549
H10 0.831 2.526 6.227
H11 2.082 3.206 5.171
H12 2.272 1.580 5.864
H13 -1.063 1.702 -1.785
H14 -3.385 2.444 -1.871
H15 -2.660 3.627 -0.758
H16 -3.388 2.360 1.179
H17 -4.788 2.169 0.112
H18 -4.079 -0.006 -0.605
H19 -3.473 -0.042 1.060
H20 -1.356 -1.252 -1.877
H21 -1.264 -2.965 -4.993
H22 -1.480 -1.413 -4.144
H23 -1.862 -2.949 -3.315

Calculated values
HOMO = -7.69 eV
SMILES string = COc1cc(OC)c([C@H]2N(c3cc(C)on3)C(=O)[C@@H]3CCCN32)cc1OC
Energy relative to the best compared isomer or geometry (same formula, charge and spin) = 5.4096 eV
Molecular weight = 373.41 g mol⁻¹
Lowest unoccupied orbital energy = 0.72 eV
Electronic energy = -34781.888 eV